{
  "formula": "C18H18N2",
  "method": "ωB97M-V with the def2-TZVPD basis set",
  "elements": ["N", "N", "C", "C", "C", "C", "C", "C", "C", "C", "C", "C", "C", "C", "C", "C", "C", "C", "C", "C", "H", "H", "H", "H", "H", "H", "H", "H", "H", "H", "H", "H", "H", "H", "H", "H", "H", "H"],
  "coordinates": [[0.38, 2.60, 4.71], [0.15, -1.62, -5.53], [1.91, -2.38, -3.89], [-0.10, -0.34, 2.83], [1.13, -0.54, 2.23], [0.80, 1.63, 3.82], [1.66, -1.39, -1.65], [-2.05, 0.54, -3.53], [-0.98, 2.52, 4.83], [0.20, -0.73, -3.44], [2.31, -2.25, -2.57], [0.59, -0.66, -2.08], [-0.95, -0.28, -4.09], [-0.89, -0.82, -5.41], [2.07, 1.41, 3.29], [0.84, -1.64, -4.32], [2.17, 0.39, 2.37], [-1.48, 1.49, 4.10], [-2.83, 0.88, 4.01], [-0.31, 0.82, 3.56], [3.22, -2.76, -2.32], [-1.69, 1.12, -2.68], [0.25, -2.27, -6.29], [2.92, 1.91, 3.73], [-2.89, -0.09, -3.25], [-1.52, 3.24, 5.43], [-2.84, -0.22, 4.06], [-1.59, -0.64, -6.21], [0.84, 3.45, 4.97], [2.06, -1.44, -0.66], [-2.45, 1.25, -4.25], [3.03, 0.30, 1.71], [-3.45, 1.20, 4.86], [-3.37, 1.15, 3.10], [2.35, -3.08, -4.60], [-0.83, -1.13, 2.72], [0.03, -0.07, -1.38], [1.31, -1.53, 1.82]],
  "total_energy_ev": -21930.8578,
  "total_charge": 1,
  "relative_energy_ev": 0.6685,
  "multiplicity": 2,
  "max_force_ev_per_a": 2.138,
  "orbital_gap_ev": [6.09, 2.88],
  "s_squared": 0.775,
  "e_lumo_ev": [-3.56, -6.77]
}

{
  "formula": "C2H5PSi",
  "method": "ωB97M-V with the def2-TZVPD basis set",
  "elements": ["P", "Si", "C", "C", "H", "H", "H", "H", "H"],
  "coordinates": [[1.47, -0.45, -0.32], [-1.23, -0.94, -0.17], [0.12, 0.19, 0.60], [-0.11, 0.39, -0.82], [-2.55, -0.61, 0.44], [0.03, 1.24, -1.39], [2.90, 1.48, 0.54], [-0.73, -2.31, -0.11], [0.10, 0.99, 1.24]],
  "total_energy_ev": -19315.1134,
  "relative_energy_ev": 2.9842,
  "max_force_ev_per_a": 2.754,
  "orbital_gap_ev": [7.36, 8.40],
  "e_lumo_ev": [-0.55, -0.66]
}

{
  "formula": "C13H17",
  "method": "ωB97M-V with the def2-TZVPD basis set",
  "elements": ["C", "C", "C", "C", "C", "C", "C", "C", "C", "C", "C", "C", "C", "H", "H", "H", "H", "H", "H", "H", "H", "H", "H", "H", "H", "H", "H", "H", "H", "H"],
  "coordinates": [[0.77, 2.22, 0.17], [-0.63, 3.16, 2.04], [-1.76, 2.05, 0.08], [0.06, -0.31, 2.61], [-0.58, 2.44, 0.74], [-4.18, 1.60, 0.12], [-4.14, 1.20, -1.21], [-1.79, 1.72, -1.32], [-2.95, 1.29, -1.94], [0.21, -1.35, 1.78], [1.12, -2.29, 1.12], [-0.37, -2.51, 1.11], [-3.03, 2.05, 0.75], [1.28, 1.35, 0.61], [-5.04, 0.84, -1.69], [-0.56, 2.51, 2.91], [-0.88, 1.85, -1.93], [-1.53, 3.77, 2.13], [0.22, 3.86, 2.07], [0.92, 0.19, 3.06], [0.77, 2.11, -0.91], [-5.10, 1.53, 0.69], [1.62, -1.95, 0.21], [-0.93, -2.31, 0.19], [1.74, -2.96, 1.74], [1.38, 3.11, 0.40], [-0.92, -0.05, 3.01], [-2.94, 1.02, -2.99], [-3.07, 2.37, 1.80], [-0.79, -3.32, 1.72]],
  "total_energy_ev": -13747.2423,
  "total_charge": 1,
  "max_force_ev_per_a": 1.228,
  "orbital_gap_ev": 6.76,
  "e_lumo_ev": -5.90
}

{
  "formula": "C33H57BaClN2O2Si",
  "method": "ωB97M-V with the def2-TZVPD basis set",
  "elements": ["Ba", "Cl", "Si", "O", "O", "N", "N", "C", "C", "C", "C", "C", "C", "C", "C", "C", "C", "C", "C", "C", "C", "C", "C", "C", "C", "C", "C", "C", "C", "C", "C", "C", "C", "C", "C", "C", "C", "C", "C", "C", "H", "H", "H", "H", "H", "H", "H", "H", "H", "H", "H", "H", "H", "H", "H", "H", "H", "H", "H", "H", "H", "H", "H", "H", "H", "H", "H", "H", "H", "H", "H", "H", "H", "H", "H", "H", "H", "H", "H", "H", "H", "H", "H", "H", "H", "H", "H", "H", "H", "H", "H", "H", "H", "H", "H", "H", "H"],
  "coordinates": [[-1.35, -1.74, 0.22], [-3.34, -3.60, -0.55], [-3.13, 3.79, -2.34], [0.56, 4.35, -0.01], [-0.33, -0.12, 2.13], [0.27, -3.80, 0.95], [0.37, -2.42, -1.72], [-0.29, -0.75, -3.39], [-1.63, -1.41, -3.54], [0.44, -4.87, 0.18], [1.04, -0.19, 2.65], [0.04, 0.36, -4.17], [1.28, 1.00, -4.02], [1.61, 1.18, 2.94], [1.00, -3.80, 5.11], [1.44, 4.73, -1.09], [1.90, -0.59, -2.31], [2.19, 0.51, -3.10], [2.88, -1.07, -1.29], [-1.51, -0.30, 4.28], [-1.68, 2.67, -1.87], [-2.50, 5.35, -3.19], [-0.30, -3.93, 4.63], [2.99, -3.52, 1.90], [0.48, -4.79, -1.23], [0.55, -3.68, -2.10], [1.50, 5.93, 1.67], [0.28, 5.36, 0.96], [2.06, -3.69, 4.21], [-3.95, 4.25, -0.72], [0.51, -3.80, 2.34], [-4.36, 2.95, -3.48], [-0.57, -3.91, 3.26], [-1.99, -4.06, 2.80], [-1.30, 0.51, 3.02], [2.84, 4.19, -0.90], [0.66, -1.27, -2.48], [0.60, -6.24, 0.79], [0.84, -4.00, -3.55], [1.83, -3.66, 2.84], [-0.65, -0.21, 4.94], [-1.67, -1.36, 4.07], [-2.11, -4.15, 1.71], [3.46, 4.51, -1.75], [-2.39, 0.06, 4.81], [-0.09, -6.41, 1.61], [-4.47, 3.39, -0.29], [1.15, -5.05, -3.62], [1.47, 5.83, -1.19], [2.69, -3.11, 0.92], [-0.69, 0.73, -4.89], [-3.34, 6.01, -3.46], [3.09, -3.62, 4.57], [-2.00, 1.62, -1.76], [1.67, 1.76, 2.01], [-2.22, 0.58, 2.43], [-1.95, 5.12, -4.11], [-0.90, 2.70, -2.65], [-3.19, 4.59, 0.00], [2.11, 6.54, 1.00], [1.62, -0.71, 1.87], [-5.31, 3.51, -3.51], [1.16, 6.58, 2.48], [3.04, -2.16, -1.36], [-1.13, -4.06, 5.33], [-2.28, -0.77, -4.15], [1.66, -3.37, -3.95], [-2.62, -3.21, 3.14], [1.04, -0.83, 3.55], [0.53, -5.75, -1.73], [2.62, 1.09, 3.35], [-2.43, -4.97, 3.23], [3.85, -0.59, -1.46], [0.98, 4.30, -1.99], [-4.59, 1.93, -3.14], [1.62, -6.38, 1.17], [-4.69, 5.06, -0.85], [1.20, -3.83, 6.18], [-1.83, 5.92, -2.52], [-0.39, 4.87, 1.68], [3.17, 0.99, -2.98], [-1.56, -2.38, -4.06], [-0.05, -3.84, -4.18], [3.30, 4.57, 0.02], [3.76, -2.85, 2.33], [0.99, 1.73, 3.65], [1.53, 1.86, -4.65], [2.85, 3.10, -0.87], [3.48, -4.48, 1.71], [-0.95, 1.53, 3.25], [-3.98, 2.88, -4.51], [0.42, -7.00, 0.02], [-1.19, 2.96, -0.92], [-0.27, 6.18, 0.47], [2.13, 5.14, 2.11], [-2.15, -1.61, -2.58], [2.57, -0.83, -0.26]],
  "total_energy_ev": -63318.6517,
  "max_force_ev_per_a": 0.901,
  "orbital_gap_ev": 7.01,
  "e_lumo_ev": 0.03
}

{
  "formula": "C17H30Cl3N5NaO7P2",
  "method": "ωB97M-V with the def2-TZVPD basis set",
  "elements": ["Cl", "Cl", "Cl", "P", "P", "Na", "O", "O", "O", "O", "O", "O", "O", "N", "N", "N", "N", "N", "C", "C", "C", "C", "C", "C", "C", "C", "C", "C", "C", "C", "C", "C", "C", "C", "C", "H", "H", "H", "H", "H", "H", "H", "H", "H", "H", "H", "H", "H", "H", "H", "H", "H", "H", "H", "H", "H", "H", "H", "H", "H", "H", "H", "H", "H", "H"],
  "coordinates": [[3.57, -2.75, 1.28], [2.26, 2.21, 3.00], [7.39, 0.62, 2.97], [-3.24, -2.46, -2.64], [0.74, -1.98, -0.88], [0.08, 0.09, 0.83], [-4.07, -1.05, -2.37], [1.69, -0.47, 1.94], [-2.81, -2.21, -4.18], [-1.87, -2.02, -1.83], [0.25, -2.77, 1.61], [0.68, -0.45, -0.96], [-0.36, -2.41, 0.34], [-0.24, -1.62, -3.42], [1.39, 2.77, -0.86], [-1.38, -0.37, 2.51], [-2.16, 0.52, 0.07], [-0.66, 2.18, 1.54], [2.95, -0.26, 2.13], [1.55, 2.27, -1.88], [-1.47, 2.84, 0.53], [3.43, 0.98, 2.66], [5.33, -0.94, 2.14], [4.76, 1.26, 2.91], [-1.12, 0.67, 3.48], [-3.21, 0.37, 1.04], [0.52, 1.75, -4.06], [-1.19, 2.10, 2.89], [-1.98, 1.82, -0.52], [5.71, 0.29, 2.64], [-0.57, -2.44, -2.24], [1.74, 1.60, -3.15], [-0.50, -3.92, -2.57], [-2.75, -0.63, 2.12], [4.00, -1.20, 1.90], [0.29, 2.54, 1.54], [-0.31, 1.13, -3.70], [-2.78, -1.63, 1.69], [-1.80, 0.63, 4.35], [0.18, 2.79, -4.09], [-1.08, -4.16, -3.46], [-0.88, 3.60, 0.00], [-0.02, -0.70, -3.03], [-0.94, -1.23, 2.80], [5.05, 2.22, 3.31], [0.76, 1.44, -5.08], [-2.23, 2.43, 2.89], [0.90, -2.03, 1.75], [-4.18, 0.03, 0.62], [1.94, 0.55, -2.94], [-1.89, -1.84, -4.20], [0.55, -4.20, -2.74], [0.63, -1.96, -3.83], [-3.45, -0.60, 2.97], [-0.88, -4.49, -1.72], [-2.89, 2.23, -1.00], [-2.13, -0.23, -0.62], [-0.66, 2.76, 3.59], [-0.10, 0.51, 3.85], [-1.22, 1.71, -1.30], [-2.32, 3.35, 0.99], [2.63, 2.03, -3.62], [-3.41, 1.34, 1.51], [-4.28, -0.93, -1.44], [6.07, -1.70, 1.93]],
  "total_energy_ev": -100464.6100,
  "total_charge": -1,
  "relative_energy_ev": 7.0682,
  "max_force_ev_per_a": 1.871,
  "orbital_gap_ev": 6.72,
  "e_lumo_ev": 2.05
}

{
  "formula": "C6H14FN2",
  "method": "ωB97M-V with the def2-TZVPD basis set",
  "elements": ["F", "N", "N", "C", "C", "C", "C", "C", "C", "H", "H", "H", "H", "H", "H", "H", "H", "H", "H", "H", "H", "H", "H"],
  "coordinates": [[1.25, 1.06, 0.45], [1.66, -0.57, -1.60], [-0.60, 1.10, -0.89], [1.57, -1.95, 0.45], [0.08, 0.40, 0.14], [-1.56, 1.94, -0.15], [0.78, -1.17, -0.55], [-2.06, 1.04, 0.99], [-0.82, 0.22, 1.36], [-1.05, -0.83, 1.53], [-1.13, 0.46, -1.48], [-2.34, 2.29, -0.81], [0.91, -2.39, 1.19], [-0.32, 0.61, 2.24], [-2.44, 1.62, 1.83], [-1.00, 2.79, 0.25], [2.06, -1.26, -2.24], [-2.86, 0.39, 0.63], [-0.04, -1.71, -1.01], [2.42, -0.06, -1.12], [2.09, -2.77, -0.04], [1.12, 0.14, -2.13], [2.29, -1.33, 0.97]],
  "total_energy_ev": -12140.1330,
  "total_charge": 1,
  "relative_energy_ev": 0.0000,
  "max_force_ev_per_a": 4.314,
  "smiles": "C[C@H]([NH3+])[C@]1(F)CCCN1",
  "orbital_gap_ev": 10.69,
  "e_lumo_ev": -3.25
}